12 unconnected molecules or ions with the total composition C30H55BCl2N3O35 in a non-equilibrium geometry, computed with ωB97M-V with the def2-TZVPD basis set.

Results
<S²> = 0.753
Net charge = -2
Multiplicity = 2
Relative energy (zero: lowest compared OMol25 entry of this formula, charge and spin) = 34.28 kcal/mol
HOMO level (spin up / spin down) = 0.58 / -3.28 eV

Last column: Mulliken charge in e.
Element x y z (Å)
O 6.090 -16.380 -0.056  -0.76
C 6.761 -15.326 0.010  0.43
O 7.524 -14.889 -0.909  -0.09
B 8.345 -13.755 -0.455  0.82
O 7.897 -13.563 0.945  -0.84
C 7.113 -14.502 1.350  0.49
O 6.593 -14.730 2.424  -0.76
O 8.214 -12.637 -1.445  0.39
C 9.448 -12.212 -1.859  -0.10
O 9.670 -11.296 -2.679  -0.54
C 10.463 -13.239 -1.265  0.10
O 9.796 -14.015 -0.504  -0.16
O 11.716 -13.254 -1.444  -0.96
Cl 8.459 -9.251 0.248  -0.11
C 9.391 -7.820 -0.320  -0.65
C 9.850 -8.145 -1.730  0.16
Cl 10.884 -6.714 -2.200  -0.28
H 10.194 -7.628 0.392  0.29
H 8.716 -6.968 -0.250  0.45
H 8.943 -8.166 -2.334  0.29
H 10.420 -9.067 -1.623  -0.16
C 11.411 -14.657 2.875  -0.86
N 12.797 -14.368 3.236  1.07
O 13.613 -15.261 3.168  -0.59
O 13.009 -13.411 3.952  -0.55
H 11.050 -15.543 3.398  0.41
H 11.248 -14.899 1.825  0.17
H 10.789 -13.808 3.158  0.33
C 11.654 -10.073 -4.910  -0.56
N 10.721 -9.096 -5.441  1.00
O 9.466 -9.230 -5.335  -0.51
O 11.231 -8.130 -5.985  -0.62
H 11.595 -11.024 -5.439  0.16
H 11.415 -10.192 -3.853  0.16
H 12.656 -9.672 -5.058  0.33
C 3.949 -14.289 4.629  -0.65
N 2.906 -14.009 3.636  1.04
O 1.897 -14.618 3.738  -0.55
O 3.166 -13.130 2.854  -0.56
H 4.882 -14.206 4.071  0.17
H 3.834 -15.322 4.959  0.31
H 4.127 -13.569 5.427  0.30
C 11.690 -19.454 -3.924  -0.26
O 10.309 -19.575 -3.558  -0.35
C 9.960 -18.954 -2.452  0.81
O 10.556 -18.055 -1.771  -0.43
O 8.763 -19.396 -2.134  -0.44
C 7.966 -18.761 -1.084  -0.30
H 11.832 -18.376 -3.849  -0.14
H 12.139 -19.851 -4.835  0.32
H 12.310 -19.813 -3.102  0.28
H 8.335 -19.250 -0.182  0.32
H 6.920 -19.066 -1.094  0.24
H 7.934 -17.673 -1.140  -0.07
C 14.357 -11.924 0.840  -0.23
O 13.852 -10.648 0.463  -0.37
C 12.530 -10.279 0.816  0.64
O 11.985 -9.277 0.340  -0.56
O 11.966 -11.295 1.528  -0.09
C 10.597 -11.152 1.936  0.47
H 15.167 -12.142 0.144  0.28
H 13.595 -12.655 0.571  -0.08
H 14.678 -12.085 1.869  0.27
H 10.538 -12.031 2.577  -0.33
H 9.992 -11.362 1.053  -0.53
H 10.401 -10.238 2.497  0.47
C 13.084 -16.261 -2.356  0.10
O 13.743 -17.506 -2.242  -0.36
C 14.353 -18.014 -1.170  0.60
O 14.601 -19.167 -1.176  -0.58
O 14.328 -17.183 -0.108  -0.11
C 15.058 -17.619 0.989  -0.75
H 12.549 -16.029 -3.277  -0.50
H 13.837 -15.475 -2.290  0.47
H 12.376 -16.160 -1.533  0.30
H 15.215 -16.794 1.684  0.18
H 16.076 -17.966 0.809  0.31
H 14.507 -18.472 1.384  0.32
C -0.371 -17.043 3.009  -0.59
O -0.054 -16.418 1.730  -0.35
C 1.174 -16.361 1.167  0.86
O 1.326 -15.770 0.057  -0.57
O 2.077 -16.984 1.822  -0.38
C 3.448 -16.645 1.571  -0.55
H -1.317 -16.680 3.410  0.22
H 0.406 -16.853 3.751  0.25
H -0.544 -18.080 2.720  0.28
H 3.908 -17.189 2.396  0.32
H 3.745 -15.597 1.538  0.08
H 3.845 -17.138 0.683  0.38
C 5.300 -11.328 -0.176  -0.30
O 4.410 -12.238 -0.731  -0.05
C 3.135 -12.335 -0.353  0.61
O 2.425 -13.325 -0.694  -0.63
O 2.682 -11.221 0.347  -0.27
C 1.395 -10.756 0.494  -0.72
H 5.366 -11.379 0.910  0.34
H 5.000 -10.332 -0.504  0.47
H 6.314 -11.462 -0.552  -0.26
H 1.554 -9.691 0.663  0.23
H 0.897 -11.255 1.325  0.23
H 0.848 -11.036 -0.406  0.33
C 4.850 -8.936 -7.820  -0.66
O 5.291 -9.943 -6.947  -0.34
C 5.955 -9.673 -5.821  0.77
O 5.977 -8.526 -5.352  -0.63
O 6.266 -10.858 -5.235  -0.31
C 6.832 -10.884 -3.916  0.12
H 5.694 -8.294 -8.074  0.29
H 4.098 -8.239 -7.451  0.28
H 4.357 -9.434 -8.654  0.22
H 6.413 -10.160 -3.217  0.26
H 7.902 -10.703 -4.016  -0.08
H 6.665 -11.885 -3.519  0.09
C 8.438 -15.397 -4.329  -0.57
O 9.640 -14.666 -4.527  0.10
C 9.860 -13.906 -5.639  0.56
O 8.986 -13.460 -6.445  -0.65
O 11.192 -13.559 -5.741  -0.37
C 12.302 -14.037 -4.964  -0.11
H 8.542 -15.719 -3.293  -0.01
H 8.460 -16.315 -4.917  0.42
H 7.510 -14.825 -4.373  0.29
H 12.520 -15.092 -5.126  0.36
H 12.184 -13.944 -3.885  -0.20
H 13.234 -13.544 -5.242  0.31

***

2 unconnected molecules or ions with the total composition C9H14 in a non-equilibrium geometry, computed with ωB97M-V with the def2-TZVPD basis set.

Results
SMILES = Cc1ccccc1.CC
Relative energy (zero: lowest compared OMol25 entry of this formula, charge and spin) = 7.75 kcal/mol
HOMO level = -9.03 eV

Last column: Mulliken charge in e.
Element x y z (Å)
C -1.408 -3.922 -0.686  -0.62
C -0.717 -3.750 0.653  -0.99
H -1.528 -2.995 -1.236  0.21
H -0.866 -4.609 -1.338  0.26
H -2.392 -4.328 -0.480  0.23
H -0.715 -4.722 1.170  0.33
H -1.234 -3.097 1.354  0.30
H 0.320 -3.419 0.671  0.32
C -1.245 -0.159 -0.767  -1.24
C 1.995 1.754 -0.408  -0.31
C 1.741 2.588 0.666  -0.58
C 1.020 0.886 -0.883  -0.56
C -0.238 0.869 -0.283  0.90
C 0.461 2.614 1.208  -0.28
C -0.542 1.772 0.725  -0.54
H 2.947 1.788 -0.910  0.36
H 2.425 3.312 1.071  0.36
H 1.274 0.203 -1.681  0.37
H 0.213 3.391 1.923  0.34
H -0.885 -1.100 -0.376  0.03
H -1.234 -0.223 -1.853  0.39
H -1.504 1.824 1.224  0.34
H -2.307 -0.096 -0.493  0.34

***

A single C5H11NO molecule in a non-equilibrium geometry, computed with ωB97M-V with the def2-TZVPD basis set.

Results
SMILES = C=C(O)NCCC
Relative energy (zero: lowest compared OMol25 entry of this formula, charge and spin) = 91.94 kcal/mol
HOMO level = -7.71 eV

Last column: Mulliken charge in e.
Element x y z (Å)
C 0.480 -0.504 -1.270  -0.66
C -0.966 0.603 -1.040  -0.56
C -1.837 0.276 0.079  -0.69
N 1.627 -0.643 -0.370  -0.40
C 1.195 0.043 0.776  0.51
C 0.378 -0.461 1.758  -1.08
O 1.483 1.370 0.799  -0.50
H 2.039 1.557 0.030  0.40
H 1.848 -1.609 -0.159  0.32
H 0.824 -0.144 -2.241  0.32
H -0.022 -1.463 -1.399  0.33
H -1.402 0.421 -2.020  0.40
H -0.500 1.583 -0.967  0.31
H 0.344 -1.536 1.871  0.31
H 0.369 0.062 2.704  0.33
H -2.314 1.132 0.543  0.30
H -1.024 -0.138 1.008  0.05
H -2.522 -0.550 -0.104  0.31

***

A molecular structure, C2H6N3O2 in a non-equilibrium geometry, computed with ωB97M-V with the def2-TZVPD basis set.

Results
Net charge = +1
Relative energy (zero: lowest compared OMol25 entry of this formula, charge and spin) = 119.03 kcal/mol
HOMO level = -14.47 eV

Last column: Mulliken charge in e.
Element x y z (Å)
C 0.849 -0.028 0.023  0.43
C -1.793 -0.245 -0.449  -0.08
N 0.240 -1.139 0.259  0.06
N -0.439 1.422 -0.196  -0.35
N 2.137 0.245 0.040  -0.38
O -1.065 -1.367 -0.022  -0.26
O -1.468 0.839 0.427  -0.20
H -1.583 0.169 -1.496  0.35
H -2.819 -0.527 -0.305  0.29
H 0.580 -2.034 0.521  0.24
H 0.056 2.085 0.538  0.34
H 2.788 -0.569 0.222  0.27
H 2.518 1.150 0.435  0.29

***

A molecular structure, C20H20N8O7P2SZn in a non-equilibrium geometry, computed with ωB97M-V with the def2-TZVPD basis set.

Results
Relative energy (zero: lowest compared OMol25 entry of this formula, charge and spin) = 10.10 kcal/mol
HOMO level = -8.62 eV

Last column: Mulliken charge in e.
Element x y z (Å)
Zn 0.218 0.272 -1.354  0.93
C 4.226 -2.026 -0.856  -0.43
C 3.074 -1.546 -1.460  -0.13
N 1.982 -1.306 -0.756  0.26
C 2.021 -1.523 0.554  -0.51
C 3.182 -2.000 1.149  -0.09
N 4.281 -2.257 0.451  -0.65
C 0.779 -1.194 1.314  0.55
C 0.625 -1.414 2.667  -0.49
C -0.576 -1.059 3.275  0.61
C -1.583 -0.513 2.498  -0.57
C -1.350 -0.308 1.147  0.13
N -0.195 -0.646 0.591  -0.14
C -2.327 0.310 0.211  -0.03
C -3.622 0.582 0.542  -0.28
N -4.511 1.026 -0.378  -0.63
C -4.042 1.313 -1.556  -0.30
C -2.657 1.210 -1.865  -0.13
N -1.868 0.532 -1.048  0.30
C -0.763 -1.253 4.734  0.19
C -1.940 -1.786 5.244  -0.48
C -2.061 -1.951 6.614  -0.37
N -1.109 -1.619 7.484  -0.62
C 0.012 -1.100 6.986  -0.37
C 0.234 -0.902 5.633  -0.53
H 5.120 -2.226 -1.434  0.40
H 3.021 -1.351 -2.524  0.30
H 3.238 -2.173 2.217  0.37
H 1.413 -1.860 3.258  0.62
H -2.515 -0.209 2.954  0.61
H -4.012 0.398 1.534  0.37
H -4.728 1.670 -2.314  0.40
H -2.348 1.237 -2.899  0.26
H -2.745 -2.087 4.585  0.47
H -2.966 -2.374 7.034  0.37
H 0.772 -0.823 7.708  0.37
H 1.155 -0.450 5.288  0.50
O 2.181 3.679 0.421  -0.56
P 1.137 2.465 0.531  0.78
O 0.842 2.117 1.926  -0.68
O 1.585 1.400 -0.464  -0.54
O -0.221 3.121 -0.112  -0.12
P -0.680 3.365 -1.637  0.83
O -0.229 4.863 -1.972  -0.59
O -2.165 3.235 -1.669  -0.62
O 0.101 2.441 -2.534  -0.80
H 2.644 3.649 -0.426  0.31
H -0.517 5.492 -1.301  0.33
C 0.628 -2.096 -6.162  -0.87
N 0.829 -0.672 -5.959  -0.24
C 0.672 -0.036 -4.788  0.51
N 0.939 1.261 -4.739  -0.37
S 0.172 -0.945 -3.427  -0.36
H 0.863 -2.322 -7.199  0.33
H -0.403 -2.381 -5.957  0.30
H 1.280 -2.678 -5.512  0.30
H 1.092 -0.119 -6.757  0.23
H 1.163 1.758 -5.585  0.20
H 0.650 1.809 -3.905  0.39

***

2 unconnected molecules or ions with the total composition C3H10NO2 in a non-equilibrium geometry, computed with ωB97M-V with the def2-TZVPD basis set.

Results
Net charge = -1
Relative energy (zero: lowest compared OMol25 entry of this formula, charge and spin) = 40.56 kcal/mol
HOMO level = -2.73 eV

Last column: Mulliken charge in e.
Element x y z (Å)
C 0.535 -1.472 -0.447  -0.99
N 0.393 -0.070 -0.675  -0.40
C -0.488 0.666 0.288  -0.40
C -1.699 1.320 -0.493  -0.61
O -2.391 0.516 -1.235  -0.80
H 1.265 -1.835 -1.079  0.28
H -0.430 -2.042 -0.669  0.31
H 0.726 -1.750 0.659  0.37
H -0.204 0.042 -1.517  0.30
H 0.086 1.507 0.730  0.22
H -0.935 -0.039 1.059  0.27
H -1.153 2.216 -1.068  0.16
H -2.396 1.897 0.279  0.27
H 1.500 -0.489 1.681  0.34
H 2.654 -0.078 0.776  0.36
O 2.538 -0.390 1.710  -0.68

***

2 unconnected molecules or ions with the total composition C4H13NOS in a non-equilibrium geometry, computed with ωB97M-V with the def2-TZVPD basis set.

Results
<S²> = 0.750
Net charge = -1
Multiplicity = 2
Relative energy (zero: lowest compared OMol25 entry of this formula, charge and spin) = 38.34 kcal/mol
HOMO level (spin up / spin down) = 1.16 / -5.28 eV

Last column: Mulliken charge in e.
Element x y z (Å)
C -1.703 1.479 -0.998  -2.31
C -0.895 1.214 0.244  -1.08
C -0.145 -0.184 0.060  -0.43
S 1.455 -0.038 1.009  -0.34
C 0.642 0.154 2.554  -1.13
N -0.872 1.754 -2.236  -0.51
H -2.445 2.274 -0.746  0.53
H -2.260 0.612 -1.282  0.83
H -1.446 1.304 1.166  0.69
H -0.217 2.000 0.398  0.22
H 0.079 -0.062 -0.950  0.25
H -0.773 -1.105 0.224  0.48
H -0.441 0.109 2.477  0.44
H 1.232 -0.491 3.230  0.32
H 0.608 1.215 2.788  0.35
H -0.537 2.733 -2.102  0.26
H -1.505 1.735 -3.052  0.56
H -0.379 -3.320 -1.498  0.44
H 1.023 -3.332 -1.013  0.34
O 0.313 -3.916 -1.412  -0.92

***

A single C8H11N molecule in a non-equilibrium geometry, computed with ωB97M-V with the def2-TZVPD basis set.

Results
SMILES = C=C[C@@]12CCC=C[C@@H]1N2
Relative energy (zero: lowest compared OMol25 entry of this formula, charge and spin) = 87.08 kcal/mol
HOMO level = -8.52 eV

Last column: Mulliken charge in e.
Element x y z (Å)
C -1.679 -2.679 0.521  -0.84
C -1.470 -1.246 0.343  -0.88
C -0.235 -0.574 -0.005  1.56
C -0.034 -0.005 -1.469  -0.76
C 1.143 1.009 -1.331  -0.76
C 0.888 2.124 -0.485  -0.18
C 0.482 1.857 0.763  -1.05
C 0.031 0.438 0.972  -0.06
H -0.845 -3.198 0.846  0.35
H -2.797 -2.944 0.485  0.23
H -2.499 -0.792 0.113  0.22
H -0.982 0.338 -1.830  0.41
H 0.461 -0.772 -2.020  0.27
H 2.101 0.598 -0.714  0.24
H 1.426 1.547 -2.166  0.51
H 1.287 3.065 -0.971  0.27
H 0.362 2.580 1.488  0.43
H -0.661 0.323 1.827  0.45
H 0.858 -1.220 1.545  0.27
N 0.933 -0.724 0.792  -0.69